No. 1
DFT (ωB97M-V/def2-TZVPD) results for C6H11N3O in the gas phase.

Each line ends with the Löwdin charge.
Positions of all 21 atoms, in Å:
C (2.922, -1.043, -1.723)  -0.1774
C (2.103, -2.233, -1.303)  -0.4319
C (0.451, 1.715, 0.486)  -0.0851
C (-0.867, 0.142, -1.051)  -0.0479
C (-0.851, -0.218, 1.531)  -0.0324
C (-0.023, 0.268, 0.239)  -0.5659
N (2.671, 0.066, -1.301)  0.2292
N (1.220, -1.833, -0.303)  0.0279
N (1.230, -0.576, 0.209)  0.0599
O (2.294, -3.419, -1.562)  0.0426
H (3.749, -1.243, -2.392)  0.1251
H (1.065, 2.029, -0.375)  0.0628
H (-0.494, 2.337, 0.553)  0.0917
H (0.967, 2.090, 1.459)  0.1077
H (-0.936, 1.106, -1.670)  0.1028
H (-1.883, -0.215, -0.963)  0.0662
H (-0.328, -0.490, -1.763)  0.0595
H (-0.142, -0.052, 2.320)  0.0627
H (-1.709, 0.362, 1.717)  0.0556
H (-1.175, -1.293, 1.442)  0.0885
H (0.652, -2.579, 0.057)  0.1584

Force components x, y, z for each atom (eV/Å):
0.0 -1.9 -0.9
-0.1 -1.9 1.8
-0.7 1.6 0.7
0.9 1.6 -1.6
1.8 -1.3 -1.8
-0.6 -0.9 1.0
-1.3 2.0 1.6
0.0 -0.1 -1.4
1.1 1.3 -0.2
-0.2 1.8 -0.3
0.2 0.0 -0.3
-0.3 0.1 0.4
0.9 -0.5 -0.6
-0.5 -1.7 -1.5
0.1 -1.0 1.3
-0.1 -0.2 0.4
-0.2 -0.3 0.2
0.1 -0.4 0.8
-1.1 0.9 -0.1
0.5 1.0 0.2
-0.5 0.0 0.2

The value obtained for the max |F| is 2.82 eV Å⁻¹. The LUMO energy (alpha / beta) comes out at -0.6 / -0.5 eV. Its spin multiplicity is 1. As for the HOMO energy (alpha / beta): -8.5 / -8.9 eV. The relative energy (zero: lowest compared OMol25 entry of this formula, charge and spin) comes out at 506.4 kJ/mol. The HOMO-LUMO gap (alpha / beta) comes out at 0.2905 / 0.3086 Ha.

***

No. 2
DFT (ωB97M-V/def2-TZVPD) results for a 2-piece molecular cluster, C6H11N3O overall.

Each line ends with the Löwdin charge.
Positions of all 21 atoms, in Å:
C (-2.318, 0.052, 1.140)  -0.0391
C (-2.144, -0.212, -0.343)  -0.3765
C (-2.234, 0.221, -2.455)  -0.1768
C (-1.276, -1.118, -0.940)  -0.0709
N (-2.655, 0.600, -1.278)  0.0725
N (-1.445, -0.913, -2.283)  0.0262
H (-2.399, 0.576, -3.451)  0.1056
H (-3.282, 0.580, 1.133)  0.0735
H (-1.599, 0.811, 1.431)  0.0553
H (-0.715, -1.149, -2.948)  0.1440
H (-0.689, -1.920, -0.543)  0.1063
H (-2.364, -0.769, 1.843)  0.0718
C (3.621, 0.100, 1.271)  -0.0166
C (2.168, -0.046, 0.958)  -0.5834
O (1.656, -1.139, 0.773)  0.0252
N (1.415, 1.081, 0.719)  0.1556
H (0.497, 0.967, 0.324)  0.0786
H (1.769, 2.009, 0.578)  0.0961
H (4.042, -0.776, 1.762)  0.0822
H (3.831, 0.883, 2.004)  0.0806
H (4.122, 0.162, 0.305)  0.0898

Force components x, y, z for each atom (eV/Å):
-1.3 1.2 -1.3
2.3 -1.6 1.0
1.1 -2.0 1.2
-1.5 0.4 0.2
-1.4 1.5 -1.0
1.0 0.9 -1.0
-0.4 0.5 0.0
0.1 -0.2 0.6
0.3 -0.1 0.4
-0.5 -0.3 0.1
0.2 0.0 0.1
0.3 -0.3 -0.2
0.4 -0.1 0.8
-1.1 -0.5 -1.0
0.2 0.0 0.4
0.2 0.3 0.2
-0.1 -0.5 0.0
0.6 -0.1 0.3
-0.5 -0.4 -0.2
0.1 0.5 -0.7
0.3 0.6 0.2

The value obtained for the max |F| is 2.99 eV Å⁻¹. The LUMO energy comes out at 0.8 eV. Its spin multiplicity is 1. As for the SMILES: Cc1c[nH]cn1.CC(N)=O. As for the HOMO energy: -8.4 eV. The relative energy (zero: lowest compared OMol25 entry of this formula, charge and spin) comes out at 63.3 kJ/mol. The HOMO-LUMO gap comes out at 0.3364 Ha.

***

No. 3
DFT (ωB97M-V/def2-TZVPD) results for a 2-piece molecular cluster, C6H11N3O2 overall.

Each line ends with the Löwdin charge.
Positions of all 22 atoms, in Å:
C (-3.714, 1.234, -0.601)  0.0703
C (-3.933, -0.018, 0.038)  -0.2535
C (-1.824, 0.559, 0.383)  0.0088
C (1.584, 0.715, -0.043)  -0.0512
C (2.937, -1.092, -1.025)  -0.0342
C (2.491, -0.443, 0.200)  -0.2992
N (-2.717, -0.398, 0.619)  0.1530
N (-2.368, 1.475, -0.400)  0.0938
N (3.767, 0.107, 0.959)  0.2776
O (0.454, 0.937, -0.149)  0.1498
O (-5.024, -0.732, 0.362)  0.1833
H (-4.427, 1.908, -0.993)  0.1342
H (3.270, -2.104, -0.743)  0.1183
H (3.687, -0.536, -1.619)  0.1235
H (1.957, -1.299, -1.607)  0.1534
H (1.925, -1.163, 0.754)  0.1615
H (-2.634, -1.243, 1.329)  0.2528
H (-1.781, 2.246, -0.648)  0.1664
H (3.326, 0.753, 1.674)  0.2182
H (4.499, 0.194, 0.349)  0.1296
H (4.205, -0.697, 1.324)  0.1563
H (-5.681, -0.403, -0.161)  0.0872

Force components x, y, z for each atom (eV/Å):
0.2 -3.0 1.5
0.4 1.4 0.3
-0.9 -0.5 0.1
1.7 1.2 0.0
-1.3 -1.7 -2.3
0.6 1.1 0.6
-0.6 -2.1 1.4
0.7 -0.4 0.7
-5.5 -1.5 1.8
-1.0 0.0 -0.2
4.1 -0.5 1.4
-0.3 0.6 -0.5
0.3 0.4 -0.4
-0.6 -0.3 0.1
1.8 0.4 0.3
0.1 -0.4 1.3
-0.2 2.4 -2.1
-0.2 0.7 -0.7
2.2 -0.1 -0.9
2.2 3.0 -2.7
-0.1 -1.7 2.4
-3.6 1.1 -2.1

The value obtained for the max |F| is 6.00 eV Å⁻¹. The LUMO energy (alpha / beta) comes out at -7.8 / -9.2 eV. Its spin multiplicity is 1. As for the net charge: +2. As for the HOMO energy (alpha / beta): -15.9 / -15.6 eV. The relative energy (zero: lowest compared OMol25 entry of this formula, charge and spin) comes out at 431.8 kJ/mol. The HOMO-LUMO gap (alpha / beta) comes out at 0.2975 / 0.2367 Ha.

***

No. 4
DFT (ωB97M-V/def2-TZVPD) results for C6H11N3OS in the gas phase.

Each line ends with the Löwdin charge.
Positions of all 22 atoms, in Å:
C (1.090, 2.003, 0.104)  -0.0181
C (2.713, 0.052, -0.335)  -0.2470
C (2.772, -1.366, 0.130)  -0.4341
C (0.420, -0.418, 0.036)  -0.6020
C (-1.842, -1.154, 0.010)  -0.4772
C (-3.243, -0.636, 0.203)  -0.2398
H (0.225, 2.219, 0.726)  0.0776
H (0.931, 2.432, -0.896)  0.0904
H (1.988, 2.474, 0.548)  0.0862
H (2.927, 0.107, -1.417)  0.1264
H (3.379, 0.762, 0.170)  0.1209
H (2.993, -1.318, 1.191)  0.0775
H (3.534, -1.946, -0.381)  0.0800
H (-3.456, -0.711, 1.301)  0.1290
H (-3.837, -1.414, -0.265)  0.1139
H (-4.369, 0.994, -0.466)  0.0681
H (-2.792, 1.295, -0.063)  0.0485
N (1.380, 0.554, -0.056)  -0.1584
N (-0.824, -0.172, 0.142)  0.1072
N (-3.436, 0.622, -0.424)  0.0028
O (-1.651, -2.339, -0.150)  0.0182
S (1.097, -2.038, -0.108)  1.0300

Force components x, y, z for each atom (eV/Å):
1.0 -0.6 -0.7
0.0 1.5 -0.9
0.1 0.1 0.7
0.6 -0.1 -0.6
1.3 0.6 0.9
-0.2 -1.0 0.5
0.0 -0.5 0.0
0.0 0.1 0.3
-0.5 -0.2 -0.2
-0.1 0.1 0.1
0.4 -0.5 0.0
0.0 -0.5 0.3
-0.1 -0.1 -0.1
0.2 0.2 -0.5
-0.4 0.1 -0.1
-0.1 -0.2 0.3
0.3 0.5 0.1
-1.3 -0.2 1.0
-1.9 0.6 -0.2
0.0 0.6 -0.6
0.4 -0.2 -0.3
0.4 -0.2 0.0

The value obtained for the max |F| is 2.02 eV Å⁻¹. The LUMO energy comes out at 0.7 eV. Its spin multiplicity is 1. As for the SMILES: CN1CCS/C1=N\C(=O)CN. As for the HOMO energy: -8.7 eV. The relative energy (zero: lowest compared OMol25 entry of this formula, charge and spin) comes out at 11.6 kJ/mol. The HOMO-LUMO gap comes out at 0.3452 Ha.